# 1
A structure of composition C29H28Br15NO3. Source: OMol25; level of theory: ωB97M-V/def2-TZVPD.

Output
Net charge   0
HOMO energy   -8.968 eV
HOMO-LUMO gap   8.47 eV

Each line ends with the Löwdin charge.
Element x y z (Å)
C (-0.77867, 4.66342, -0.34039)  0.00
H (-6.89708, -1.39993, 4.90861)  -0.03
O (-0.26739, -0.02780, -1.05463)  0.12
C (4.51336, 1.91901, -1.13911)  -0.10
Br (2.39303, 6.75094, -6.94659)  0.57
C (1.80278, 1.23427, -0.84516)  -0.02
Br (9.76975, 4.22032, 0.84779)  0.58
C (-5.58799, -3.82763, -0.83559)  -1.64
H (-0.49823, 5.64827, -0.73329)  0.12
Br (-6.43824, -2.79796, -2.22958)  0.57
C (-1.81622, 4.52538, 0.61906)  -0.03
Br (-4.66585, -0.33732, 5.09023)  0.69
Br (-5.55649, -2.87127, 0.84263)  0.55
C (-1.44721, -3.05613, 0.41110)  -0.09
H (4.95220, -0.02428, -0.28422)  0.12
H (-0.88628, -3.82119, -3.69476)  0.09
H (-1.76672, 1.08110, 1.07877)  0.11
C (8.20821, 4.60232, -0.21958)  -1.61
H (3.17262, -3.08478, 0.10822)  0.11
Br (-2.25459, -3.43511, 4.68141)  0.54
H (-0.80413, -5.27855, 5.47301)  -0.03
Br (-6.38198, -5.57522, -0.64688)  0.58
H (-4.23470, 3.70159, 1.86496)  0.12
C (-1.79969, -4.00558, -3.08833)  0.01
Br (0.79186, -4.10507, 3.98530)  0.56
C (-0.92689, -4.82445, 4.49770)  -1.63
O (-1.76084, -5.35424, -1.16005)  0.08
C (0.68042, -3.70460, -0.59991)  -0.17
H (0.92919, -3.67954, 0.48387)  0.11
H (1.99737, 5.12767, -5.11652)  -0.05
H (0.74550, -4.77653, -0.89802)  0.12
H (3.76196, -2.09344, -1.29264)  0.11
H (-3.40190, -0.44143, 2.85011)  0.00
H (-1.68811, -3.99930, 0.96019)  0.06
H (8.51007, 5.30520, -0.98607)  -0.03
Br (-7.42250, 0.38097, 6.54522)  0.57
H (-2.91511, 3.82131, 3.11526)  0.12
H (2.84959, -1.12496, 1.16262)  0.12
C (-6.34842, -1.01820, 5.76077)  -1.59
C (2.90575, 5.57472, -5.50388)  -1.64
H (-0.89096, -2.41969, 1.12738)  0.08
H (-2.33437, 5.44867, 0.93148)  0.12
H (3.75131, 3.85176, -1.95442)  0.11
C (-2.18940, 3.27756, 1.16704)  -0.18
Br (4.03094, 4.13182, -6.11901)  0.56
C (-3.56958, 0.62838, 2.87335)  -0.11
C (4.15208, 0.66513, -0.58982)  -0.01
H (5.58459, 2.19060, -1.23259)  -0.08
O (1.12037, 4.19950, -2.72028)  0.10
C (-1.53828, 2.09048, 0.72190)  0.05
C (-1.43850, -4.27677, -1.60285)  -0.47
Br (-1.50914, -6.21397, 3.29171)  0.58
H (1.15022, -2.04232, -1.91561)  0.10
Br (-6.09550, -2.49839, 6.97848)  0.56
C (-0.50813, 2.23910, -0.22891)  -0.06
C (2.88892, -2.32333, -0.65353)  -0.17
Br (6.81964, 5.45237, 0.81631)  0.58
H (-2.42362, -2.57354, 0.17338)  0.07
C (2.18596, 2.50121, -1.37870)  -0.07
C (1.06709, 3.49251, -1.74493)  -0.27
H (2.12290, -3.51749, -2.30557)  0.11
C (-0.10654, 3.50024, -0.75078)  -0.08
C (1.68718, -2.91185, -1.48258)  -0.17
H (-2.51057, -3.16278, -3.19959)  0.08
C (3.54096, 2.85712, -1.53600)  0.00
C (0.27500, 0.99944, -0.73737)  -0.25
H (-2.29918, -4.90509, -3.49735)  0.08
C (-3.53874, 1.82974, 2.75084)  -0.12
Br (3.72013, 6.54255, -4.04748)  0.56
Br (7.55463, 3.02408, -1.12397)  0.69
C (2.78987, 0.28329, -0.44299)  -0.13
C (-3.31292, 3.23846, 2.25536)  -0.13
N (-0.72064, -3.27920, -0.84102)  -0.13
H (-4.55687, -3.97786, -1.13457)  -0.06
H (1.28898, -1.16609, 0.32713)  0.09
C (2.37375, -1.06763, 0.15392)  -0.14

# 2
A structure of composition C29H28Cl2N2O5RuTe. Source: OMol25; level of theory: ωB97M-V/def2-TZVPD.

Output
⟨S²⟩   0.7553
Energy above the lowest of the compared OMol25 structures with the same formula, charge and spin   0.000 eV
2S+1   2
Net charge   -1
HOMO energy (alpha / beta)   -4.532 / -4.497 eV
HOMO-LUMO gap (alpha / beta)   7.00 / 6.96 eV

Each line ends with the Löwdin spin population.
Element x y z (Å)
H (1.71812, -3.60665, -4.16421)  0.00
C (-3.37895, 0.19347, -0.65640)  0.00
Cl (0.72781, 3.36175, -0.12220)  0.03
C (2.62760, 1.31162, 6.35496)  0.00
Cl (-2.42471, -1.05885, -5.71864)  0.00
C (-5.95128, 1.87368, 2.33959)  0.00
C (-0.06289, -3.01860, -3.13884)  0.00
H (4.73260, 1.34685, 5.93294)  0.00
H (2.91877, 0.57738, -4.87707)  0.00
H (5.78160, 0.82665, -1.30535)  0.00
H (-7.51224, 0.66517, 1.49657)  0.00
H (1.14533, 0.74939, -4.75681)  0.00
C (3.56726, 1.22118, 4.14145)  0.00
C (-1.85544, -1.88595, -4.29095)  0.00
C (2.10312, 1.11041, -4.38832)  0.00
H (-3.71784, -1.67972, -3.25119)  0.00
C (3.73468, 1.29749, 5.51433)  0.00
H (-4.20949, 2.96909, 2.95135)  0.00
H (-2.12570, 3.10138, 1.40257)  0.00
C (1.35245, 1.24853, 5.81267)  0.00
C (-2.70530, -2.05781, -3.21499)  0.00
H (2.17930, 2.16832, -4.65036)  0.00
H (2.76053, 1.37167, 7.42841)  0.00
O (1.05947, -1.04739, -0.40412)  0.01
C (3.68539, 0.90170, -0.87406)  0.00
H (-2.90274, -0.71910, -0.30332)  0.00
H (-3.88175, 0.01061, -1.60502)  0.00
H (-6.05198, -0.31551, -0.23895)  0.00
Ru (0.83958, 0.99069, -0.32808)  0.90
H (5.35290, 1.76927, 0.14398)  0.00
H (0.27395, -3.78672, 0.90585)  0.00
H (-6.58796, 2.31352, 3.09741)  0.00
H (4.23983, 0.79282, -2.93317)  0.00
O (-0.56218, -3.88993, -0.92119)  0.00
C (-0.92244, -3.19139, -2.05146)  0.00
H (1.41930, -3.44325, -0.41163)  0.00
C (2.07779, 1.06959, 2.12135)  0.01
C (2.15873, 0.97273, -2.88623)  0.00
N (3.13304, 1.10126, 1.36329)  0.00
C (5.12382, 0.87776, -0.43980)  0.00
C (1.35287, -3.51894, -3.14083)  0.00
C (-2.33727, 2.06494, 1.15447)  0.00
C (-5.64809, 0.40142, 0.46711)  0.00
C (1.18295, 1.17131, 4.43731)  0.00
C (-4.61536, 2.24235, 2.25697)  0.00
O (0.99966, 1.04956, -2.31908)  0.02
C (-0.55835, -2.36234, -4.25961)  0.00
C (2.28820, 1.15705, 3.59360)  0.00
H (0.48560, 1.25938, 6.46198)  0.00
C (0.40426, -3.28285, -0.05017)  0.00
C (0.14195, -1.78351, 0.13251)  0.00
Te (-1.82080, 1.65966, -0.87725)  -0.01
C (3.38476, 0.85165, -2.27299)  0.01
H (0.19732, 1.11853, 3.99548)  0.00
C (-6.46890, 0.95112, 1.44279)  0.00
N (2.75893, 0.99863, 0.02577)  0.01
C (-4.30961, 0.76513, 0.37828)  0.00
H (4.41687, 1.21154, 3.47273)  0.00
C (-3.78834, 1.69559, 1.28315)  0.00
C (-2.22617, -2.71914, -2.09617)  0.00
H (-1.69231, 1.41897, 1.75220)  0.00
H (-2.85174, -2.86693, -1.22596)  0.00
H (5.30717, 0.02186, 0.21084)  0.00
O (-0.82488, -1.40796, 0.78120)  0.01
O (0.85468, 0.94922, 1.71035)  0.01
H (1.99876, -2.81834, -2.60775)  0.00
H (0.08264, -2.22489, -5.12008)  0.00
H (1.42509, -4.49603, -2.66121)  0.00

# 3
A cluster of 4 separate species, C29H28ClF4O2P in total. Source: OMol25; level of theory: ωB97M-V/def2-TZVPD.

Output
SMILES string   CC[C@@H](F)C1=CC(=O)C(P(C)C)=C(Cl)C1=O.Fc1ccccc1.Fc1ccccc1.Fc1ccccc1
Net charge   0
HOMO energy   -8.725 eV
HOMO-LUMO gap   7.66 eV

Each line ends with the natural charge from an NBO analysis.
Element x y z (Å)
H (4.10668, 5.38155, 4.29982)  0.22
C (-3.29400, -1.83988, -2.48445)  0.20
H (0.98341, -8.20109, 4.01034)  0.22
H (-0.80162, -2.30797, -3.37991)  0.20
C (1.61054, -1.39249, 0.55087)  -0.21
H (-0.02381, -0.48778, 1.61094)  0.21
C (3.36649, 4.97234, 3.62576)  -0.23
H (3.41978, -8.10928, 3.59810)  0.22
C (-4.13327, 1.90226, -2.88223)  -0.10
H (-0.51258, 3.44576, -1.74153)  0.21
C (-1.17910, 4.17024, -1.26243)  -0.94
C (1.19530, -5.06870, 2.73602)  -0.29
F (3.08210, -0.21048, -2.52296)  -0.33
H (-0.28498, 1.35429, -0.01269)  0.23
H (-3.07154, -1.84108, -3.55918)  0.17
H (1.73798, -2.19910, 1.25878)  0.23
C (0.62657, -0.43167, 0.74739)  -0.19
C (1.48970, 3.93359, 1.91607)  0.40
O (-2.73400, 2.08312, 0.24087)  -0.51
F (0.56714, 3.41934, 1.07328)  -0.33
H (-1.17384, 4.79887, -3.83783)  0.23
C (1.30579, 0.68624, -1.27722)  -0.30
H (-1.34411, 3.88083, -0.22812)  0.27
H (4.27819, 5.80246, 1.86981)  0.22
C (-4.51074, 0.44906, -2.70392)  0.50
C (0.47754, 0.60234, -0.16647)  -0.22
C (-3.43790, -0.40090, -2.06118)  -0.08
C (2.27385, -0.28364, -1.44507)  0.40
H (-0.13468, -3.17512, -2.00055)  0.22
C (0.63300, -6.21647, 3.27705)  -0.19
H (1.21076, 1.48305, -2.00297)  0.23
C (-0.80745, -2.36564, -2.28769)  -0.62
H (0.53529, 3.08707, 3.62753)  0.23
H (-2.47425, -3.68476, -1.91454)  0.23
C (-2.65167, 0.20741, -1.18396)  -0.24
C (2.31832, 4.21012, 4.12337)  -0.19
Cl (-4.90418, 2.68944, -4.19840)  0.06
C (-3.30674, 2.51782, -2.03064)  -0.38
H (2.24075, 4.02281, 5.18624)  0.22
H (3.21668, -2.06329, -0.73014)  0.23
C (1.36346, 3.68114, 3.26646)  -0.29
H (4.43763, -6.05680, 2.61926)  0.23
H (0.59486, -4.20397, 2.48824)  0.23
C (2.79599, -7.25917, 3.35551)  -0.19
H (-0.37666, -1.43970, -1.90067)  0.21
P (-2.78487, 4.26984, -2.14753)  0.83
H (-0.43364, -6.25297, 3.45490)  0.22
H (2.57415, 4.84985, 0.32104)  0.23
C (2.44543, -1.32558, -0.55558)  -0.29
H (-2.27168, -2.42962, -0.68834)  0.21
C (-2.87345, 1.65344, -0.87939)  0.53
H (-0.71038, 5.15520, -1.28125)  0.24
H (-1.98755, 3.29921, -4.29436)  0.23
C (2.55750, -5.05089, 2.51671)  0.40
F (-4.50674, -2.48582, -2.32097)  -0.35
C (2.51888, 4.68582, 1.38849)  -0.29
H (-2.80994, 4.86036, -4.52273)  0.24
C (3.46306, 5.20823, 2.26132)  -0.19
O (-5.58555, 0.02652, -3.03462)  -0.46
C (-2.14231, 4.29467, -3.87512)  -0.93
C (-2.22010, -2.63432, -1.76122)  -0.44
C (1.42843, -7.31053, 3.58796)  -0.23
H (-1.86334, -0.29699, -0.63671)  0.24
C (3.37587, -6.12119, 2.81270)  -0.29
F (3.11552, -3.93737, 1.98776)  -0.33

# 4
A structure of composition C29H28HgN3O2SeSi. Source: OMol25; level of theory: ωB97M-V/def2-TZVPD.

Output
⟨S²⟩   0.7754
2S+1   2
Net charge   -2
HOMO energy (alpha / beta)   1.330 / -1.886 eV
HOMO-LUMO gap (alpha / beta)   2.80 / 6.02 eV

Each line ends with the Löwdin spin population.
Element x y z (Å)
H (-2.72974, 1.98759, -1.79423)  0.00
C (-1.99727, -2.38794, -0.37974)  0.17
C (2.42282, -1.43302, -1.72370)  0.00
H (6.51946, -1.10689, -6.03904)  0.00
C (-0.41930, -4.27036, 0.92589)  0.13
C (-2.33947, 0.00500, -1.07901)  0.09
C (-2.96149, 3.10675, 4.25336)  0.00
H (-4.26867, -2.70010, -1.85346)  0.01
O (0.50091, 1.11570, -2.84739)  0.00
H (6.72139, 0.87130, -2.24612)  0.00
C (6.07402, -0.86079, -5.08079)  0.00
Se (-0.20142, 1.44946, 3.04731)  0.00
C (3.16950, -5.18065, -3.70172)  0.00
C (1.22420, 0.14059, -2.70993)  0.00
H (-4.78191, 1.36230, -3.00038)  0.01
H (-3.68583, 0.16886, 2.98567)  0.00
H (0.39008, -4.73304, -5.57234)  0.00
C (-0.07935, -2.93607, 0.83094)  0.01
H (7.74236, 0.33537, -4.44359)  0.00
H (4.23026, -3.61829, -2.69511)  0.00
H (0.83783, -2.56442, 1.26911)  0.00
C (6.18284, 0.25524, -2.95520)  0.00
C (-2.74066, -1.36740, -1.07212)  0.08
H (-5.52531, -0.99683, -3.02455)  0.00
C (4.82726, -1.35030, -4.75857)  0.00
H (-1.22102, 0.21784, 6.40353)  0.00
C (2.08408, -5.49823, -4.50343)  0.00
N (1.49916, -0.49148, -1.54326)  0.00
C (2.53776, -2.85747, -3.75136)  0.00
H (-0.73984, 1.90187, 6.47937)  0.00
H (4.29684, -1.98547, -5.45809)  0.00
O (2.93893, -2.17297, -0.91272)  0.00
C (4.92784, -0.22469, -2.63783)  0.00
H (0.21900, -4.97165, 1.43977)  0.01
Hg (-0.44246, 0.34787, -0.10361)  0.01
H (-3.36278, -4.04460, -0.71137)  0.00
H (-2.39723, 1.44598, 6.84832)  0.00
C (2.80513, -1.46595, -3.26201)  0.00
C (-3.26077, 0.04739, 3.97644)  0.00
N (-0.81922, -2.02927, 0.22642)  0.14
H (-2.75321, -0.91152, 3.99486)  0.00
C (-4.62845, -0.71975, -2.47909)  0.01
C (4.22606, -1.03221, -3.53278)  0.00
H (1.89049, -6.52723, -4.77963)  0.00
H (-1.95678, -5.69906, 0.41833)  0.00
N (1.87867, -0.47441, -3.76318)  0.00
H (-3.55791, 3.15020, 3.34748)  0.00
H (-3.62311, 3.26237, 5.10254)  0.00
C (-3.05332, 0.95211, -1.77771)  0.01
C (-2.41518, -3.73752, -0.29016)  0.04
C (-1.54826, 1.23316, 6.20400)  0.00
H (-2.25575, 3.93149, 4.22382)  0.00
C (6.76599, -0.05107, -4.18508)  0.00
C (-1.63823, -4.66569, 0.34795)  0.07
C (3.40032, -3.87001, -3.33698)  0.00
C (-3.91614, -1.67815, -1.80363)  0.08
H (0.76419, -2.40606, -4.86053)  0.00
C (-4.21345, 0.60689, -2.47545)  0.12
C (1.23305, -4.49402, -4.93636)  0.00
H (2.09954, 0.05521, -4.59322)  0.00
H (-4.07527, 0.01263, 4.69669)  0.00
C (1.45050, -3.18158, -4.55561)  0.00
Si (-2.01048, 1.44113, 4.34815)  0.00
H (3.83635, -5.96110, -3.35628)  0.00
H (4.47468, 0.01832, -1.68825)  0.00

F_max in Eh/bohr, matching the order above: 0.03459; 0.01170; 0.00589; 0.02347
Molar mass in g/mol, matching the order above: 1637.11; 784.13; 550.96; 758.20